(1)
The following is a quantum chemistry calculation of a cluster of 2 separate species, C3H4FO2S in total, from OMol25.

Geometry (Å):
C  0.34934  -1.64387  1.63302
C  -0.51192  0.40843  0.15556
C  -0.55047  -1.03065  0.46762
O  1.44054  -2.11575  1.56563
O  -0.41275  -1.36295  2.59054
F  -1.71223  -1.66272  0.17769
S  1.18818  -1.29280  -2.00064
H  0.62014  0.68215  0.37607
H  -1.33188  0.79199  0.68577
H  -0.80506  0.48522  -0.90786
H  1.81126  -2.49104  -1.90281

The value obtained for the highest occupied orbital energy is -3.71 eV. The calculation puts the LUMO energy at 0.116 Ha. As for the spin multiplicity: 1. The energy above the lowest of the compared OMol25 structures with the same formula, charge and spin comes out at 2.1304 eV. As for the total energy: -765.223257 Eh. The charge is -1.

(2)
The following is a quantum chemistry calculation of the ion C3H4FO2S with charge -1, from OMol25.

Geometry (Å):
C  -0.78667  -1.04066  0.03372
C  -0.70068  0.12439  0.85501
C  -0.09705  0.16635  -0.52715
O  1.89394  2.04172  -0.21451
O  2.45796  -0.37141  -0.25639
F  -0.88433  0.81880  -1.68355
S  1.72534  0.76261  -0.94868
H  -0.20590  -1.83835  0.29646
H  -1.80241  -1.27226  -0.23657
H  -1.65106  0.49514  1.06247
H  0.05086  0.11368  1.61919

The value obtained for the highest occupied orbital energy is -3.60 eV. The calculation puts the LUMO energy at 0.150 Ha. As for the spin multiplicity: 1. The energy above the lowest of the compared OMol25 structures with the same formula, charge and spin comes out at 2.3462 eV. As for the total energy: -765.215325 Eh. The charge is -1.

(3)
The following is a quantum chemistry calculation of the ion C3H4FOS with charge -1, from OMol25.

Geometry (Å):
C  -0.86257  0.62787  -0.44255
C  -0.37268  -0.66164  0.20230
F  -0.34560  -1.77729  -0.63797
C  1.32237  -0.25619  0.41110
O  2.11394  -0.78187  -0.34715
S  1.78123  1.00971  1.41310
H  -1.09030  1.37274  0.41611
H  -0.05699  0.96604  -1.01977
H  -1.62843  0.35401  -1.09504
H  -0.86097  -0.85336  1.09987

The value obtained for the highest occupied orbital energy is -3.22 eV. The calculation puts the LUMO energy at 0.146 Ha. As for the spin multiplicity: 1. As for the SMILES: C[C@@H](F)C([O-])=S. The energy above the lowest of the compared OMol25 structures with the same formula, charge and spin comes out at 0.0000 eV. As for the total energy: -690.033201 Eh. The charge is -1.

(4)
The following is a quantum chemistry calculation of the molecule C3H4FP, from OMol25.

Geometry (Å):
C  0.96160  0.57111  0.83797
C  -0.30118  -0.08338  0.25341
P  -0.90591  -1.67758  -0.27175
F  -0.05130  -2.03245  -1.78479
C  -1.32462  0.08962  -0.58181
H  1.51212  -0.01468  1.61461
H  0.56212  1.63392  1.25155
H  1.61352  0.79490  -0.15184
H  -2.06635  0.71855  -1.16734

The value obtained for the highest occupied orbital energy is -9.96 eV. The calculation puts the LUMO energy at 0.033 Ha. As for the spin multiplicity: 1. As for the SMILES: CC1=P(F)=C1. The energy above the lowest of the compared OMol25 structures with the same formula, charge and spin comes out at 0.3790 eV. As for the total energy: -557.868766 Eh. The charge is 0.

(5)
The following is a quantum chemistry calculation of a structure of composition C3H4GaLiO3, from OMol25.

Geometry (Å):
O  -0.00336  0.34566  -0.96908
C  -0.95158  -0.43936  -0.32900
C  -0.37388  -1.56844  0.41568
H  -1.27414  0.54745  0.47320
H  -1.64874  -0.78897  -1.10985
H  0.56723  -2.01107  0.07220
H  -1.04138  -2.13394  1.07188
Li  1.33403  1.32769  -2.17084
O  0.83163  2.45358  -0.64150
C  0.41848  1.52027  0.04984
O  1.07453  1.06889  1.03863
Ga  1.06717  -0.32177  2.09883

The value obtained for the highest occupied orbital energy (spin up / spin down) is -25.48 / -25.30 eV. The calculation puts the LUMO energy (spin up / spin down) at -0.659 / -0.723 Ha. As for the spin multiplicity: 2. The energy above the lowest of the compared OMol25 structures with the same formula, charge and spin comes out at 1.0863 eV. As for the total energy: -2273.254290 Eh. The charge is +3.

(6)
The following is a quantum chemistry calculation of a structure of composition C3H4GdLiO4, from OMol25.

Geometry (Å):
O  0.76408  -0.32919  -0.26130
C  -0.13607  -1.29753  -0.65677
C  0.33894  0.74440  0.40515
O  0.40094  -2.14370  -1.40258
O  -1.30401  -1.18482  -0.31049
C  0.35014  0.99373  1.70241
Gd  2.25313  -3.33032  -2.33928
H  0.24067  2.00544  2.08780
H  0.71032  0.20686  2.36288
Li  -2.94783  -1.94611  -0.09584
O  -0.24016  1.71524  -0.48385
H  0.39979  2.21705  -1.03011
H  -0.82993  2.34897  0.02198

The value obtained for the highest occupied orbital energy (spin up / spin down) is -26.94 / -23.86 eV. The calculation puts the LUMO energy (spin up / spin down) at -0.616 / -0.778 Ha. As for the spin multiplicity: 8. The energy above the lowest of the compared OMol25 structures with the same formula, charge and spin comes out at 0.0000 eV. As for the total energy: -1189.029544 Eh. The charge is +4.

(7)
The following is a quantum chemistry calculation of a structure of composition C3H4HgO3, from OMol25.

Geometry (Å):
C  -1.70679  -1.15766  0.07527
C  -0.42837  -1.52453  0.13730
O  0.60733  -0.61705  0.21902
C  1.85894  -0.97025  -0.08075
O  2.41887  0.22269  -0.22654
Hg  0.79970  1.55501  -0.00867
H  -2.41966  -1.78656  -0.45765
H  -2.08438  -0.44737  0.82209
H  3.37562  0.19715  -0.37952
O  -0.84412  2.21212  -0.35334
H  -1.57714  2.31644  0.25280

The value obtained for the highest occupied orbital energy (spin up / spin down) is -13.80 / -14.52 eV. The calculation puts the LUMO energy (spin up / spin down) at -0.189 / -0.199 Ha. As for the spin multiplicity: 2. The energy above the lowest of the compared OMol25 structures with the same formula, charge and spin comes out at 7.5004 eV. As for the total energy: -495.285469 Eh. The charge is +1.

(8)
The following is a quantum chemistry calculation of a structure of composition C3H4HgO4, from OMol25.

Geometry (Å):
C  1.31314  1.80992  -0.79499
C  0.17948  2.38418  -0.08424
O  -0.40859  1.43625  1.23803
C  -0.85154  0.20960  0.99291
O  -1.18293  -0.05396  -0.21047
O  -0.57189  -0.73581  1.78107
O  1.28900  1.08483  -1.80979
H  2.20209  1.67113  -0.14483
H  -0.69154  2.54712  -0.73019
H  0.45907  3.34346  0.36889
Hg  -0.44396  -2.37940  0.08654
H  0.83404  -0.74392  -1.23684

The value obtained for the highest occupied orbital energy (spin up / spin down) is -2.88 / -3.30 eV. The calculation puts the LUMO energy (spin up / spin down) at 0.098 / 0.094 Ha. As for the spin multiplicity: 2. The energy above the lowest of the compared OMol25 structures with the same formula, charge and spin comes out at 2.8303 eV. As for the total energy: -570.983264 Eh. The charge is -1.

(9)
The following is a quantum chemistry calculation of a structure of composition C3H4I2, from OMol25.

Geometry (Å):
C  -0.14818  1.11367  1.01161
C  -0.14866  0.48103  -0.12308
C  0.19206  -0.96642  -0.45955
I  1.25821  -1.12174  -2.34115
I  -1.65220  -2.17788  -0.43343
H  -0.05083  2.22574  0.90872
H  0.15136  0.71015  1.97389
H  -0.40373  1.12974  -0.83954
H  0.80197  -1.39430  0.30254

The value obtained for the highest occupied orbital energy is -9.38 eV. The calculation puts the LUMO energy at -0.012 Ha. As for the spin multiplicity: 1. The energy above the lowest of the compared OMol25 structures with the same formula, charge and spin comes out at 0.3851 eV. As for the total energy: -712.039638 Eh. The charge is 0.

(10)
The following is a quantum chemistry calculation of a structure of composition C3H4I6N, from OMol25.

Geometry (Å):
C  -0.46217  0.37886  0.45738
C  -1.91656  -0.10341  -0.09413
C  1.86388  -0.26577  0.02712
N  0.54636  0.11999  -0.59185
I  -2.60938  1.38698  -1.68625
I  -1.70048  -2.13564  -1.05528
I  -3.21496  -0.25171  1.60214
I  3.23966  -0.04030  -1.70509
I  1.91705  -2.33558  0.80233
I  2.43690  1.20400  1.46036
H  -0.23609  -0.10886  1.33723
H  -0.32620  1.40993  0.72653
H  0.82374  0.97650  -1.24592
H  0.18916  -0.60038  -1.23446

The value obtained for the highest occupied orbital energy is -12.85 eV. The calculation puts the LUMO energy at -0.181 Ha. As for the spin multiplicity: 1. The energy above the lowest of the compared OMol25 structures with the same formula, charge and spin comes out at 0.1094 eV. As for the total energy: -1957.299004 Eh. The charge is +1.